# 1
13
Properties=species:S:1:pos:R:3 method="wB97M-V/def2-TZVPD" homo_energy_ev=-8.99 molar_mass_g_mol=85.1 charge=0 gap_ev=9.96 e_above_lowest_ev=2.288
O 1.551 -1.287 0.004
N 0.184 -1.503 -0.002
C 1.824 0.132 -0.006
C -0.446 -0.394 -0.005
C -1.946 -0.344 -0.001
C 0.458 0.814 0.004
H -2.309 0.689 -0.020
H -2.350 -0.832 0.891
H 2.403 0.357 -0.903
H 2.429 0.359 0.877
H 0.281 1.454 -0.870
H 0.280 1.419 0.902
H -2.359 -0.863 -0.871

# 2
63
Properties=species:S:1:pos:R:3 method="wB97M-V/def2-TZVPD" homo_energy_ev="-11.14 / -11.65" multiplicity=4 molar_mass_g_mol=564.4 charge=+1 gap_ev="8.68 / 9.03" e_above_lowest_ev=0.047
V 0.707 1.230 -0.461
S 0.042 3.578 0.250
S -1.835 1.002 -0.326
S 0.071 2.279 -2.720
F 0.599 2.057 2.929
F -1.098 0.558 2.706
F 0.968 -0.136 3.551
F 0.712 0.372 1.376
O 1.143 -5.064 0.524
N 2.990 2.274 1.143
N 2.719 1.937 -0.160
N 0.850 -0.841 -1.234
N -0.843 -4.025 1.003
C -1.053 -4.857 2.212
C 0.246 4.566 -1.222
C -2.309 2.367 0.771
C -0.364 4.015 -2.492
C -1.744 3.746 0.450
C 0.671 -3.190 -0.752
C -2.710 -2.433 0.996
C 1.649 -1.148 -2.267
C -2.513 1.535 -1.947
C 3.896 2.084 -0.794
C -2.043 -3.606 0.332
C 0.376 -1.891 -0.514
C 4.901 2.536 0.096
C 1.928 -2.466 -2.636
C -0.237 -4.448 3.411
C 4.243 2.674 1.302
C 0.319 -4.237 0.329
C 1.433 -3.508 -1.886
C -1.502 1.432 -3.009
B 0.274 0.724 2.731
H -0.389 -3.417 3.670
H 2.263 2.303 1.867
H -0.200 -1.619 0.409
H -2.629 -4.455 0.121
H -2.065 2.057 1.745
H -0.834 -5.912 1.919
H -0.562 -5.078 4.302
H -0.239 5.510 -0.941
H -2.995 2.531 -1.787
H -3.387 2.332 0.612
H -2.007 -1.664 1.316
H -3.404 -1.967 0.277
H 5.909 2.826 -0.187
H 4.084 1.934 -1.867
H -1.815 -3.149 -0.668
H -1.895 4.413 1.307
H 4.568 2.911 2.286
H -1.455 4.137 -2.605
H 2.516 -2.594 -3.548
H 1.300 4.665 -1.233
H 1.807 -4.488 -2.053
H -0.007 4.410 -3.447
H -2.109 -4.794 2.481
H 0.830 -4.506 3.220
H 2.079 -0.294 -2.853
H -3.367 0.846 -2.129
H -1.956 4.307 -0.478
H -3.379 -2.761 1.813
H -1.914 1.965 -3.931
H -1.235 0.436 -3.306

# 3
48
Properties=species:S:1:pos:R:3 method="wB97M-V/def2-TZVPD" homo_energy_ev=-12.36 molar_mass_g_mol=440.3 charge=+1 gap_ev=8.10
Cl -0.925 -4.615 -2.260
Cl 1.119 -2.819 -4.307
S -2.548 -1.075 0.824
O 2.151 4.507 -0.699
O 0.313 8.312 1.370
O -3.781 -1.665 0.198
O -0.119 3.195 0.059
O -1.911 6.981 2.203
O -2.086 -1.948 1.991
N 0.626 -0.109 -1.720
N -0.436 -2.170 -0.969
C -1.114 -1.018 -0.363
C 1.724 -2.329 -2.615
C -1.074 5.050 1.159
C -0.468 0.304 -0.826
C -1.013 -5.131 1.451
C -0.844 -3.590 -0.740
C 3.011 -3.134 -0.372
C -0.031 4.373 0.387
C 0.242 7.134 1.073
C 2.444 -3.532 -1.832
C 0.613 -1.568 -1.751
C -0.952 6.341 1.484
C 1.298 6.448 0.320
C 1.175 5.159 -0.001
C 0.003 -4.325 0.453
C -2.752 0.637 1.493
H 4.126 -2.826 -0.392
H -1.936 4.464 1.450
H -0.743 1.378 -0.556
H 2.552 -1.546 -2.828
H 0.645 -5.152 -0.042
H -2.772 1.453 0.692
H 3.374 -3.818 -2.465
H -3.672 0.717 2.166
H -1.123 -4.613 2.472
H -1.834 0.855 2.163
H 1.827 3.593 -0.805
H 2.866 -4.062 0.308
H -2.085 -5.194 1.015
H 1.810 -4.485 -1.775
H 2.167 7.029 0.042
H 1.249 0.551 -2.205
H 0.638 -3.596 1.059
H -1.591 7.900 2.305
H 2.449 -2.279 0.141
H -1.929 -3.546 -0.333
H -0.682 -6.235 1.576

# 4
98
Properties=species:S:1:pos:R:3 method="wB97M-V/def2-TZVPD" homo_energy_ev="-12.92 / -12.92" molar_mass_g_mol=945.2 charge=+2 gap_ev="5.18 / 5.18" e_above_lowest_ev=3.777
Pt 0.169 0.261 0.333
S -2.723 -1.150 -1.291
S 2.604 1.020 0.483
S -0.831 2.565 0.287
Si 5.055 1.688 3.022
O -2.861 -1.750 -2.582
O -1.586 -0.261 1.846
O -2.697 -1.993 -0.131
N 0.982 0.820 2.395
N -1.053 -3.070 3.772
N -0.716 -2.220 2.741
N 1.130 4.082 1.322
N 0.726 0.338 -1.863
N -1.278 -0.326 -1.258
N 1.027 4.033 -0.957
C 0.483 3.741 -2.285
C 1.492 0.684 -4.066
C 0.476 -2.194 0.633
C -5.850 2.108 -0.849
C -4.123 0.727 0.131
C 0.236 5.382 3.201
C -5.584 1.534 -2.092
C 0.613 3.998 2.689
C -0.785 -0.010 -3.681
C -0.180 4.975 -2.886
C -2.880 -3.376 5.411
C -3.914 0.144 -1.108
C 0.489 0.776 3.629
C 0.553 3.625 0.214
C -4.614 0.557 -2.232
C 2.274 1.054 2.189
C 1.712 -2.321 2.721
C 1.691 -2.279 -0.070
C -6.960 3.106 -0.699
C 3.190 1.271 3.216
C 2.900 -2.385 2.002
C -2.643 -1.524 3.624
C -0.496 -0.023 -2.305
C -5.096 1.705 0.253
C 0.218 0.358 -4.549
C -1.681 -1.236 2.627
C 5.211 3.306 3.978
C 0.505 -2.250 2.042
C 2.891 -2.372 0.613
C 1.707 0.657 -2.708
C 5.615 1.918 1.242
C 5.947 0.271 3.880
C 1.317 0.914 4.726
C -2.231 -2.656 4.287
C 2.669 1.158 4.506
C -0.379 -4.327 4.028
H -3.772 -2.839 5.720
H 3.837 -2.469 2.538
H 5.000 2.643 0.704
H 1.384 3.559 3.327
H -0.134 5.308 4.223
H -0.254 3.346 2.682
H 0.175 -4.297 4.967
H 0.309 -4.549 3.219
H 0.911 0.831 5.724
H 0.025 0.389 -5.613
H -0.478 -2.333 0.133
H 4.913 3.187 5.020
H 1.726 -2.345 3.803
H 0.535 5.791 -2.996
H -7.917 2.590 -0.803
H 6.245 3.654 3.972
H -0.572 4.733 -3.873
H -6.939 3.586 0.277
H 5.453 -0.018 4.808
H -6.924 3.869 -1.476
H -1.006 5.309 -2.258
H -0.547 5.822 2.583
H 3.336 1.259 5.355
H 5.604 0.983 0.680
H -3.534 0.405 0.976
H 6.641 2.292 1.240
H -3.171 -4.384 5.109
H 1.897 4.735 1.215
H -2.201 -3.459 6.261
H 4.597 4.093 3.537
H 1.100 6.048 3.206
H 1.300 3.400 -2.922
H -1.763 -0.307 -4.021
H -5.281 2.156 1.220
H -6.160 1.845 -2.955
H 2.676 0.881 -2.278
H -0.580 0.643 3.725
H -3.537 -0.956 3.811
H 1.674 -2.335 -1.150
H -1.110 -5.132 4.089
H -0.241 2.939 -2.181
H 6.008 -0.611 3.240
H 2.303 0.933 -4.734
H 3.819 -2.466 0.066
H -4.419 0.083 -3.184
H 1.764 4.727 -0.952
H 6.968 0.564 4.128

# 5
56
Properties=species:S:1:pos:R:3 method="wB97M-V/def2-TZVPD" homo_energy_ev="-10.07 / -10.07" multiplicity=6 molar_mass_g_mol=442.4 charge=+1 gap_ev="3.85 / 3.82" e_above_lowest_ev=0.000
Mn -1.106 -2.298 -2.350
O 1.018 -2.515 1.533
O 0.960 -4.553 0.767
O -0.665 -0.515 -1.818
O -0.185 -2.936 -0.303
N 0.260 1.838 -3.155
N -1.752 1.625 3.588
N -3.518 1.066 0.498
N 2.224 0.060 -0.751
C 3.919 0.682 0.524
C 0.540 -3.315 0.584
C 1.824 -4.657 1.912
C 4.198 1.028 -0.801
C -4.740 1.229 1.071
C 0.657 3.429 -4.630
C -4.948 0.680 -1.105
C -3.596 0.764 -0.838
C 2.685 0.056 0.544
C -1.433 2.498 2.602
C 1.906 -3.195 2.410
C 0.063 3.987 -3.479
C -1.429 0.350 3.198
C -5.646 1.075 0.041
C 3.181 0.576 -1.597
C 0.767 2.076 -4.405
C -0.203 2.985 -2.568
C -0.793 0.466 1.979
C 3.115 -5.295 1.444
C -0.829 1.798 1.585
H -6.715 1.153 0.166
H 3.716 -5.734 2.241
H 1.358 -5.287 2.669
H -0.494 -0.417 1.432
H -5.377 0.506 -2.081
H -0.248 5.003 -3.284
H 2.981 0.739 -2.643
H 3.733 -4.674 0.797
H -0.968 0.171 -1.223
H -2.646 1.218 1.018
H 2.895 -2.770 2.242
H -2.692 0.601 -1.393
H -0.763 2.941 -1.651
H 4.549 0.951 1.357
H -0.493 2.162 0.627
H 1.576 -3.117 3.442
H -2.238 1.905 4.422
H 2.870 -6.190 0.865
H 0.903 3.892 -5.571
H 1.259 -0.123 -0.980
H 0.200 0.909 -2.754
H 5.071 1.536 -1.181
H -4.949 1.545 2.077
H 2.090 -0.191 1.405
H 1.125 1.250 -4.997
H -1.667 3.546 2.694
H -1.550 -0.517 3.824

# 6
83
Properties=species:S:1:pos:R:3 method="wB97M-V/def2-TZVPD" homo_energy_ev=-9.03 molar_mass_g_mol=888.8 charge=0 gap_ev=8.89 e_above_lowest_ev=12.818
I 1.826 3.685 -2.633
Br -1.828 -2.372 1.139
Br -3.216 1.972 0.119
Cl 3.724 0.556 1.390
P 3.554 0.054 -0.711
F -0.403 1.354 -1.475
O -0.060 0.186 -6.520
O 4.376 -1.473 -0.826
O -0.684 0.742 1.932
O 1.370 -2.715 -0.656
O -0.488 -1.710 -5.094
N 5.111 5.415 -1.626
N 3.310 -5.005 5.887
N 0.557 -1.020 0.994
N 4.155 0.088 4.935
N -5.812 -1.000 0.891
N -9.943 -3.963 3.075
C 1.206 -0.366 -2.668
C -7.951 0.700 0.372
C -1.403 1.481 -4.675
C -6.782 -0.229 0.655
C 2.163 3.267 -0.519
C 0.441 -0.831 -5.563
C -3.106 -0.001 0.007
C 0.613 0.959 -0.430
C 2.492 -4.772 8.535
C 1.698 -0.044 -1.134
C -0.237 1.497 -5.870
C 1.253 -1.431 -0.320
C 6.191 5.840 0.902
C -8.817 -4.025 2.510
C 2.022 -0.989 -5.098
C 3.905 -1.089 4.559
C 1.038 2.371 0.240
C 2.939 -4.899 7.087
C -7.460 -4.099 1.829
C 5.601 5.608 -0.480
C 2.153 -1.430 -3.491
C -0.396 0.139 0.626
C -3.854 -0.443 -1.422
C 2.144 4.756 0.249
C -1.645 -0.694 -0.011
C 3.605 -2.509 4.105
H -2.483 1.298 -5.090
H 1.034 5.130 0.254
H 3.842 -2.177 -1.296
H -6.720 -4.515 2.518
H 1.418 2.232 1.363
H 6.905 5.046 1.140
H 1.416 -4.578 8.577
H 0.784 1.977 -5.482
H 2.677 -2.527 3.527
H 2.565 -1.734 -5.819
H 3.294 -1.371 -3.244
H 5.396 5.840 1.652
H -7.522 -4.739 0.944
H -1.401 -1.073 -1.109
H -4.978 -0.122 -1.470
H -7.592 1.726 0.253
H 3.496 -3.163 4.975
H 1.676 -2.495 -3.393
H 2.708 -5.698 9.074
H -3.740 -0.463 0.883
H 0.052 3.037 0.314
H 1.262 -0.816 1.733
H -3.665 -1.595 -1.556
H 2.561 4.582 1.344
H -0.641 2.250 -6.685
H 1.264 0.654 -3.285
H -1.376 2.571 -4.205
H 2.528 0.067 -5.221
H -8.664 0.666 1.201
H 4.421 -2.881 3.480
H 6.707 6.803 0.929
H 3.021 -3.946 9.017
H -7.141 -3.099 1.524
H -1.181 0.678 -3.849
H -8.458 0.392 -0.547
H 0.103 -0.822 -2.713
H -3.218 0.088 -2.276
H 3.276 2.902 -0.403
H 0.132 0.883 2.493
H 2.882 5.428 -0.370

# 7
13
Properties=species:S:1:pos:R:3 method="wB97M-V/def2-TZVPD" homo_energy_ev=-9.79 molar_mass_g_mol=89.1 charge=0 gap_ev=10.57 e_above_lowest_ev=0.951
O -0.071 0.862 1.557
O -2.244 0.225 -0.833
N 0.656 -0.243 -0.302
C -1.670 -0.429 0.283
C 2.040 0.159 -0.202
C -0.285 0.126 0.605
H 2.375 0.670 -1.111
H -2.284 -0.358 1.188
H -2.086 1.173 -0.750
H 2.116 0.845 0.643
H 2.689 -0.705 -0.017
H -1.589 -1.482 -0.008
H 0.354 -0.843 -1.054

# 8
94
Properties=species:S:1:pos:R:3 method="wB97M-V/def2-TZVPD" homo_energy_ev="-4.75 / -4.59" multiplicity=2 molar_mass_g_mol=1139.3 charge=-1 gap_ev="6.16 / 6.09" e_above_lowest_ev=2.410
Ir 0.367 0.815 -1.377
S -2.367 -1.705 -2.820
S -0.746 1.382 -3.406
S 2.431 2.959 1.367
S 1.095 -3.785 -0.692
S 2.441 -3.182 -4.281
S -2.807 1.267 -0.508
P -1.637 0.599 0.928
P 1.386 1.321 1.736
F -2.256 3.878 -5.103
F -0.167 3.625 -5.604
F -0.960 5.607 -5.259
O 2.216 2.120 -2.270
O 2.512 0.466 -0.870
O 0.406 -1.155 -1.593
N -0.247 2.888 -1.446
C 4.416 -0.994 3.180
C 0.074 0.874 0.631
C -0.829 -1.769 -3.575
C 2.534 -0.091 1.971
C 0.412 -1.978 -2.726
C 0.694 2.662 4.101
C 3.582 -2.203 -5.093
C -3.303 -3.147 0.829
C -2.866 0.527 3.485
C -3.031 3.291 3.636
C -3.078 -1.789 0.654
C -0.972 -1.999 1.776
C 2.272 -0.658 -3.976
C -2.280 -1.514 -5.363
C -3.604 2.508 4.632
C -1.910 -1.203 1.131
C 2.437 -1.271 1.253
C -2.367 -3.931 1.488
C 0.719 -5.443 -0.863
C -0.154 -4.514 -2.787
C 3.320 -2.315 1.499
C -3.522 1.128 4.553
C -1.011 4.324 -4.830
C -0.562 2.975 -2.754
C -0.499 5.357 -2.604
C 3.381 -0.882 -4.837
C 0.119 1.606 6.182
C -2.389 2.690 2.570
C -0.204 5.242 -1.254
C 0.365 -3.403 -2.190
C -3.158 -1.526 -4.321
C 4.307 -2.181 2.463
C -2.294 1.301 2.486
C 0.551 0.276 4.231
C 0.358 2.754 5.444
C 1.658 -1.808 -3.586
C -1.199 -3.353 1.965
C 0.785 1.423 3.476
C 2.965 1.414 -1.567
C 0.219 0.364 5.572
C 0.050 -5.693 -2.022
C -0.683 4.222 -3.372
C -0.935 -1.658 -4.931
C 3.535 0.044 2.931
C -0.064 3.979 -0.712
H -4.207 -3.596 0.438
H 4.347 -2.654 -5.704
H -0.449 -3.961 2.457
H -3.794 -1.170 0.129
H 0.983 -6.145 -0.088
H -0.681 -4.479 -3.730
H -3.967 0.512 5.324
H 4.999 -2.994 2.650
H -4.228 -1.403 -4.356
H -2.536 -4.994 1.610
H 0.661 -0.701 3.780
H -0.040 -1.564 2.104
H 0.039 -0.540 6.141
H -0.583 6.332 -3.065
H 3.988 -0.087 -5.245
H -0.079 -1.650 -5.590
H 0.290 3.727 5.915
H -0.139 1.676 7.232
H -2.573 -1.382 -6.395
H 1.684 -1.362 0.480
H 3.624 0.975 3.479
H 1.943 0.331 -3.694
H -1.977 3.296 1.771
H 3.245 -3.226 0.919
H -0.300 -6.673 -2.316
H -4.112 2.977 5.466
H -0.064 6.114 -0.632
H 5.191 -0.878 3.928
H -3.093 4.371 3.689
H 0.175 3.818 0.328
H 4.047 1.598 -1.557
H 0.915 3.550 3.523
H -2.816 -0.553 3.431